{
  "formula": "C88H208O44",
  "method": "ωB97M-V/def2-TZVPD",
  "e_above_lowest_kj_mol": 0.0,
  "energy_ev": -184692.700,
  "gap_ev": 9.57,
  "charge": 0,
  "symbols": ["C", "O", "C", "C", "O", "C", "C", "O", "C", "H", "H", "H", "H", "H", "H", "H", "H", "H", "H", "H", "H", "H", "H", "C", "O", "C", "C", "O", "C", "C", "O", "C", "H", "H", "H", "H", "H", "H", "H", "H", "H", "H", "H", "H", "H", "H", "C", "O", "C", "C", "O", "C", "C", "O", "C", "H", "H", "H", "H", "H", "H", "H", "H", "H", "H", "H", "H", "H", "H", "C", "O", "C", "C", "O", "C", "C", "O", "C", "H", "H", "H", "H", "H", "H", "H", "H", "H", "H", "H", "H", "H", "H", "C", "O", "C", "C", "O", "C", "C", "O", "C", "H", "H", "H", "H", "H", "H", "H", "H", "H", "H", "H", "H", "H", "H", "C", "O", "C", "C", "O", "C", "C", "O", "C", "H", "H", "H", "H", "H", "H", "H", "H", "H", "H", "H", "H", "H", "H", "C", "O", "C", "C", "O", "C", "C", "O", "C", "H", "H", "H", "H", "H", "H", "H", "H", "H", "H", "H", "H", "H", "H", "C", "O", "C", "C", "O", "C", "C", "O", "C", "H", "H", "H", "H", "H", "H", "H", "H", "H", "H", "H", "H", "H", "H", "C", "O", "C", "C", "O", "C", "C", "O", "C", "H", "H", "H", "H", "H", "H", "H", "H", "H", "H", "H", "H", "H", "H", "C", "O", "C", "C", "O", "C", "C", "O", "C", "H", "H", "H", "H", "H", "H", "H", "H", "H", "H", "H", "H", "H", "H", "C", "O", "C", "C", "O", "C", "C", "O", "C", "H", "H", "H", "H", "H", "H", "H", "H", "H", "H", "H", "H", "H", "H", "C", "O", "C", "C", "O", "C", "C", "O", "C", "H", "H", "H", "H", "H", "H", "H", "H", "H", "H", "H", "H", "H", "H", "C", "O", "C", "C", "O", "C", "H", "H", "H", "H", "H", "H", "H", "H", "H", "H", "C", "O", "C", "C", "O", "C", "H", "H", "H", "H", "H", "H", "H", "H", "H", "H", "C", "O", "C", "C", "O", "C", "H", "H", "H", "H", "H", "H", "H", "H", "H", "H", "C", "O", "C", "C", "O", "C", "H", "H", "H", "H", "H", "H", "H", "H", "H", "H"],
  "coordinates": [[5.948, 1.356, -5.198], [5.674, 0.731, -3.972], [6.867, 0.142, -3.470], [6.651, -0.550, -2.182], [6.782, 0.280, -1.000], [5.537, 0.831, -0.709], [5.592, 1.849, 0.414], [6.276, 1.519, 1.595], [5.569, 0.572, 2.328], [6.307, 0.592, -5.892], [6.714, 2.109, -5.108], [5.041, 1.834, -5.584], [7.569, 0.973, -3.249], [7.256, -0.610, -4.132], [7.378, -1.355, -2.046], [5.679, -1.059, -2.069], [4.758, 0.090, -0.487], [5.182, 1.409, -1.569], [4.552, 2.168, 0.612], [6.087, 2.722, 0.032], [5.616, -0.419, 1.819], [4.496, 0.838, 2.462], [6.080, 0.378, 3.267], [9.151, -5.409, -11.216], [8.074, -5.219, -10.356], [6.847, -5.489, -11.009], [5.684, -5.021, -10.123], [5.332, -3.630, -10.248], [6.123, -2.798, -9.432], [5.356, -2.262, -8.221], [5.124, -3.393, -7.319], [4.377, -2.958, -6.152], [9.078, -4.680, -12.049], [9.147, -6.407, -11.675], [10.100, -5.148, -10.743], [6.648, -6.549, -11.174], [6.774, -4.991, -11.990], [5.876, -5.287, -9.090], [4.756, -5.537, -10.358], [6.520, -1.934, -9.994], [6.962, -3.333, -8.996], [4.386, -1.861, -8.545], [5.837, -1.428, -7.717], [4.025, -3.825, -5.609], [3.523, -2.337, -6.361], [5.008, -2.344, -5.507], [-1.234, -2.890, 4.889], [-2.539, -2.343, 5.033], [-2.667, -1.767, 6.319], [-4.086, -2.008, 6.838], [-4.197, -1.403, 8.090], [-5.500, -1.558, 8.540], [-5.565, -0.777, 9.829], [-5.578, 0.617, 9.440], [-5.755, 1.338, 10.658], [-1.078, -3.561, 5.725], [-0.439, -2.162, 4.775], [-1.232, -3.476, 3.970], [-2.403, -0.692, 6.261], [-1.968, -2.195, 7.021], [-4.289, -3.070, 6.964], [-4.839, -1.652, 6.119], [-5.778, -2.607, 8.609], [-6.182, -1.119, 7.829], [-4.738, -1.041, 10.503], [-6.420, -1.054, 10.433], [-5.119, 0.919, 11.473], [-6.790, 1.331, 11.010], [-5.438, 2.364, 10.519], [1.245, -3.066, -9.506], [0.849, -4.278, -8.981], [1.998, -5.024, -8.601], [1.683, -6.296, -7.800], [1.197, -6.163, -6.496], [-0.206, -6.056, -6.371], [-0.402, -5.784, -4.899], [-0.404, -4.404, -4.555], [0.896, -3.741, -4.603], [0.370, -2.484, -9.776], [1.873, -3.182, -10.404], [1.714, -2.513, -8.696], [2.727, -4.410, -8.047], [2.576, -5.400, -9.433], [2.587, -6.897, -7.692], [1.012, -6.923, -8.465], [-0.738, -6.937, -6.732], [-0.554, -5.155, -6.845], [0.374, -6.314, -4.314], [-1.348, -6.204, -4.550], [1.392, -3.661, -5.590], [1.584, -4.181, -3.862], [0.650, -2.751, -4.207], [-1.424, 3.668, -3.726], [-1.843, 2.356, -3.702], [-1.853, 1.746, -4.955], [-1.981, 0.265, -4.762], [-1.919, -0.362, -6.027], [-2.206, -1.760, -5.843], [-2.126, -2.421, -7.181], [-3.283, -2.149, -7.942], [-3.038, -2.411, -9.273], [-0.424, 3.814, -4.185], [-1.412, 3.992, -2.671], [-2.062, 4.317, -4.349], [-0.933, 1.940, -5.541], [-2.614, 2.109, -5.664], [-2.964, 0.118, -4.328], [-1.163, -0.081, -4.150], [-3.218, -1.902, -5.478], [-1.478, -2.180, -5.167], [-1.981, -3.490, -7.021], [-1.233, -2.045, -7.715], [-2.074, -1.991, -9.569], [-3.905, -1.994, -9.846], [-2.939, -3.471, -9.518], [2.482, 0.136, 6.031], [2.456, -0.858, 7.053], [1.152, -0.999, 7.530], [0.987, -2.165, 8.527], [0.863, -3.370, 7.806], [2.152, -3.929, 7.632], [2.026, -5.229, 6.858], [1.289, -6.116, 7.736], [0.992, -7.348, 6.996], [2.149, 1.119, 6.407], [1.831, -0.113, 5.219], [3.519, 0.270, 5.703], [0.499, -1.135, 6.665], [0.806, -0.081, 7.991], [0.062, -1.937, 9.050], [1.842, -2.123, 9.199], [2.540, -4.166, 8.630], [2.814, -3.259, 7.103], [2.964, -5.714, 6.588], [1.441, -5.162, 5.913], [0.293, -7.074, 6.160], [0.471, -7.986, 7.713], [1.808, -7.842, 6.473], [-4.795, 6.023, -2.968], [-3.649, 6.527, -3.617], [-2.730, 7.004, -2.629], [-1.569, 7.640, -3.372], [-0.953, 6.626, -4.112], [0.124, 7.206, -4.859], [0.839, 6.118, -5.550], [1.699, 5.544, -4.575], [2.315, 4.391, -5.049], [-5.521, 5.642, -3.718], [-5.392, 6.766, -2.419], [-4.524, 5.176, -2.290], [-2.291, 6.202, -2.023], [-3.175, 7.741, -1.973], [-0.891, 8.090, -2.659], [-1.886, 8.443, -4.035], [0.838, 7.657, -4.178], [-0.276, 7.944, -5.570], [1.427, 6.464, -6.388], [0.062, 5.447, -5.926], [1.587, 3.678, -5.445], [2.795, 3.856, -4.224], [3.072, 4.627, -5.803], [-1.438, 4.966, 1.688], [-1.330, 6.319, 2.227], [-2.591, 6.817, 2.490], [-2.461, 8.279, 2.930], [-3.713, 8.695, 3.509], [-3.604, 9.958, 4.081], [-4.988, 10.364, 4.503], [-5.892, 10.394, 3.430], [-5.693, 11.254, 2.352], [-0.431, 4.583, 1.472], [-1.999, 4.998, 0.775], [-1.912, 4.300, 2.438], [-3.115, 6.232, 3.255], [-3.170, 6.673, 1.572], [-2.187, 8.869, 2.057], [-1.740, 8.381, 3.740], [-3.135, 10.675, 3.418], [-2.948, 9.882, 4.976], [-5.082, 11.350, 4.956], [-5.455, 9.714, 5.231], [-6.621, 11.310, 1.753], [-4.939, 10.917, 1.629], [-5.429, 12.288, 2.695], [-3.153, -9.662, 0.396], [-3.209, -8.792, 1.512], [-3.296, -7.434, 1.108], [-1.963, -6.766, 0.802], [-1.515, -7.093, -0.498], [-0.168, -6.730, -0.660], [0.022, -5.328, -1.193], [-0.428, -4.410, -0.239], [-0.280, -3.069, -0.724], [-3.075, -10.681, 0.801], [-2.297, -9.397, -0.249], [-4.047, -9.620, -0.245], [-3.736, -6.938, 1.985], [-4.036, -7.306, 0.322], [-1.206, -7.165, 1.494], [-2.044, -5.666, 0.879], [0.260, -7.449, -1.343], [0.397, -6.920, 0.247], [-0.479, -5.257, -2.131], [1.082, -5.217, -1.415], [-0.723, -2.376, -0.019], [-0.898, -2.945, -1.631], [0.736, -2.754, -0.974], [-6.143, 6.802, 4.681], [-6.535, 5.445, 4.462], [-6.278, 4.535, 5.475], [-6.645, 3.138, 4.900], [-6.529, 2.080, 5.853], [-5.168, 1.657, 6.001], [-4.612, 1.058, 4.735], [-3.954, 2.049, 3.966], [-3.654, 1.664, 2.644], [-5.130, 6.763, 5.118], [-6.736, 7.486, 5.283], [-6.009, 7.216, 3.687], [-6.901, 4.648, 6.352], [-5.223, 4.556, 5.773], [-6.068, 2.995, 3.986], [-7.696, 3.115, 4.585], [-5.154, 0.908, 6.798], [-4.525, 2.488, 6.312], [-5.477, 0.638, 4.200], [-3.961, 0.206, 5.060], [-3.081, 2.495, 2.193], [-4.532, 1.470, 2.002], [-2.936, 0.840, 2.672], [-5.940, 3.950, 0.452], [-4.827, 3.183, 0.001], [-5.277, 2.289, -1.041], [-4.192, 1.310, -1.432], [-3.966, 0.414, -0.384], [-4.802, -0.768, -0.504], [-4.559, -1.594, 0.735], [-3.290, -2.181, 0.627], [-3.032, -2.988, 1.756], [-6.273, 4.741, -0.239], [-5.609, 4.341, 1.410], [-6.765, 3.261, 0.640], [-5.573, 2.919, -1.871], [-6.141, 1.712, -0.734], [-3.263, 1.824, -1.677], [-4.459, 0.741, -2.321], [-4.527, -1.410, -1.347], [-5.833, -0.436, -0.549], [-5.306, -2.383, 0.915], [-4.612, -0.983, 1.668], [-2.001, -3.318, 1.768], [-3.650, -3.904, 1.650], [-3.154, -2.508, 2.745], [2.634, -0.143, -3.453], [1.392, -0.093, -2.833], [1.175, 1.189, -2.248], [0.047, 1.205, -1.237], [0.469, 0.590, -0.040], [-0.600, 0.644, 0.893], [-0.127, -0.159, 2.188], [0.701, 0.678, 2.980], [-0.019, 1.587, 3.803], [2.749, 0.661, -4.211], [2.807, -1.140, -3.893], [3.420, -0.046, -2.706], [1.036, 1.980, -2.997], [2.108, 1.409, -1.760], [-0.869, 0.741, -1.586], [-0.147, 2.265, -1.018], [-1.454, 0.141, 0.419], [-0.798, 1.690, 1.156], [0.423, -1.037, 1.911], [-0.940, -0.535, 2.842], [-0.852, 1.098, 4.297], [-0.485, 2.385, 3.196], [0.658, 1.953, 4.574], [3.323, -6.686, 3.299], [2.179, -6.574, 2.399], [1.350, -5.486, 2.738], [1.921, -4.183, 2.095], [3.023, -3.626, 2.822], [2.617, -2.886, 3.978], [4.052, -5.881, 3.231], [3.820, -7.604, 2.991], [2.983, -6.819, 4.320], [1.199, -5.409, 3.840], [0.359, -5.720, 2.355], [1.111, -3.425, 2.004], [2.323, -4.365, 1.107], [2.055, -2.001, 3.604], [3.522, -2.583, 4.535], [2.041, -3.473, 4.698], [-1.838, 4.050, 5.602], [-0.500, 4.022, 6.012], [0.276, 4.824, 5.129], [1.676, 4.895, 5.709], [2.278, 3.646, 5.488], [3.621, 3.600, 5.928], [-2.147, 5.096, 5.457], [-2.499, 3.579, 6.342], [-2.054, 3.554, 4.628], [-0.199, 5.790, 4.981], [0.301, 4.335, 4.143], [1.592, 5.105, 6.784], [2.159, 5.683, 5.149], [3.994, 2.582, 5.823], [3.661, 3.832, 6.983], [4.306, 4.291, 5.398], [0.784, 5.854, -1.480], [1.453, 5.974, -0.276], [2.846, 5.757, -0.391], [3.641, 5.982, 0.931], [3.916, 4.783, 1.623], [2.722, 4.189, 2.168], [1.201, 6.617, -2.134], [-0.266, 6.019, -1.204], [0.875, 4.857, -1.973], [3.282, 6.449, -1.137], [3.034, 4.710, -0.730], [2.966, 6.545, 1.574], [4.584, 6.544, 0.829], [2.115, 3.796, 1.365], [2.159, 5.010, 2.634], [2.984, 3.511, 2.954], [3.408, -7.341, -1.583], [3.459, -5.986, -2.067], [4.505, -5.310, -1.399], [4.893, -4.077, -2.262], [3.755, -3.188, -2.444], [3.359, -2.673, -1.189], [3.404, -7.373, -0.487], [4.258, -7.871, -1.999], [2.476, -7.813, -1.917], [5.369, -5.966, -1.225], [4.229, -5.050, -0.389], [5.256, -4.500, -3.166], [5.663, -3.453, -1.709], [2.643, -1.861, -1.343], [4.234, -2.336, -0.600], [2.852, -3.464, -0.625]],
  "forces_ev_per_angstrom": [[-0.441, -0.318, -0.357], [0.031, -0.195, 0.234], [-0.381, 1.236, 0.650], [-0.282, -0.817, 2.373], [0.144, -0.691, -0.869], [-0.741, 0.862, 0.522], [-0.037, 0.564, -0.294], [-0.213, 0.176, -0.124], [-0.284, -1.565, -0.174], [-0.046, 0.100, -0.378], [0.435, 0.441, 0.143], [0.100, -0.258, 0.141], [0.193, -0.580, -0.461], [0.379, -0.077, -0.895], [0.260, 0.234, -0.173], [0.039, 0.163, -0.671], [0.233, -0.406, -0.071], [-0.243, -0.035, -0.096], [0.180, -0.187, 0.137], [0.409, 0.502, -0.120], [-0.307, 0.408, 0.074], [0.555, -0.016, 0.120], [-0.105, 0.452, 0.258], [0.356, 0.815, -1.294], [-0.539, -0.244, 0.180], [-1.178, 0.633, 0.483], [-0.370, 0.460, -0.321], [0.604, -0.540, 0.207], [0.166, 0.954, 1.032], [-1.013, -1.310, -0.075], [-0.646, 1.645, 0.153], [1.084, -0.245, -0.406], [-0.045, -0.289, 0.038], [0.243, -0.017, 0.297], [-0.233, -0.476, 0.362], [0.554, -0.364, -0.015], [0.201, 0.028, 0.203], [0.277, 0.151, 0.332], [0.078, -0.236, -0.464], [-0.218, -0.373, -0.053], [0.319, -0.194, -0.292], [-0.110, -0.172, -0.050], [0.594, -0.061, 0.202], [0.107, -0.303, 0.059], [-0.556, 0.221, -0.666], [0.234, -0.087, 0.176], [-0.763, -0.694, -0.661], [0.478, 0.050, 0.217], [-0.631, 0.608, -0.220], [0.777, 0.033, -0.607], [0.495, 0.095, -0.592], [-0.093, 0.513, 0.986], [-0.219, 0.009, -0.726], [-0.067, -1.004, 1.918], [0.615, 0.112, 0.259], [0.578, -0.118, 0.191], [0.148, 0.475, 0.337], [-0.059, -0.096, -0.064], [-0.390, -0.251, 0.161], [0.324, -0.403, 0.307], [0.229, -0.444, -0.236], [0.082, 0.266, 0.076], [0.051, -0.387, 0.416], [-0.515, 0.352, -0.338], [0.403, 0.369, -0.431], [-0.807, 0.215, -0.119], [-0.311, 0.174, -0.495], [-0.103, -0.119, -0.144], [-0.040, 0.212, -0.222], [-0.155, 0.912, -0.319], [0.186, -1.703, 0.411], [0.189, -0.451, 1.316], [-0.603, -0.570, -1.305], [0.104, -0.079, -0.554], [0.564, 0.673, 1.073], [-0.195, -0.428, 0.988], [0.927, 0.022, -0.661], [-0.749, 0.019, 0.856], [-0.286, -0.109, -0.167], [0.128, 0.149, 0.374], [0.699, 0.447, -0.147], [-0.366, 0.163, 0.097], [0.001, 0.060, -0.934], [0.291, 0.281, -0.214], [0.248, 0.507, 0.821], [0.086, -0.139, -0.051], [-0.331, 0.252, -0.803], [-0.045, 0.143, -0.294], [-0.174, 0.302, -0.060], [-0.586, -0.293, 0.333], [-0.068, -0.191, -0.379], [0.254, 0.096, -0.293], [0.318, 1.391, -0.119], [-0.248, -0.900, -0.046], [0.719, 0.080, -1.497], [-0.235, 0.556, -0.873], [-0.383, -0.506, 0.514], [0.138, 0.889, -1.024], [0.516, 0.042, 0.093], [0.241, -0.029, 0.916], [-0.807, 0.131, -1.365], [-0.063, -0.353, 0.449], [0.044, 0.222, -0.560], [-0.205, -0.121, 0.465], [0.223, 0.035, 0.522], [-0.408, 0.109, 0.574], [-0.196, -0.513, 0.545], [0.155, -0.309, 0.645], [-0.281, 0.065, 0.422], [0.181, -0.349, 0.351], [-0.126, -0.281, -0.154], [-0.188, -0.085, 0.165], [-0.092, 0.496, -0.339], [0.952, -0.274, 0.246], [-0.232, -0.350, 0.207], [0.743, 0.617, 0.988], [0.555, 0.292, -0.361], [-0.522, -0.303, 0.273], [-0.223, 1.566, -1.653], [0.344, -0.071, 0.393], [-0.143, -1.108, -0.408], [-1.490, -0.716, 0.788], [0.789, -1.363, -1.737], [-1.483, 1.732, 0.129], [-0.013, -0.251, 0.128], [-0.323, -0.374, -0.767], [-0.270, -0.310, -0.068], [-0.365, -0.356, -0.003], [0.044, 0.542, 0.393], [-0.119, -0.420, 0.269], [0.010, -0.369, 0.295], [0.315, -0.008, -0.160], [0.266, 0.410, -0.049], [0.440, 0.313, 0.158], [0.239, 0.482, 0.485], [0.225, -0.264, 0.688], [0.253, -0.124, -0.299], [0.657, 0.042, 0.555], [-0.863, -1.089, -0.291], [-0.130, 0.281, 1.191], [0.723, 0.186, -1.270], [-0.858, -0.356, 0.288], [0.976, 0.516, -0.456], [-0.774, 0.129, 0.169], [0.206, -0.356, 0.231], [-0.529, -0.074, -0.124], [0.342, -0.852, 0.123], [0.746, 0.059, 0.157], [0.541, 0.197, 0.186], [-0.205, 0.550, -0.281], [-0.437, -0.226, -0.021], [-0.406, 0.220, 0.255], [0.446, 0.086, 0.429], [-0.369, 0.165, -0.184], [0.062, 0.537, 0.196], [0.095, -0.024, 0.158], [0.212, 0.269, -0.389], [0.231, -0.548, 0.001], [-0.069, 0.055, -0.309], [0.092, 0.352, 0.074], [-0.008, -0.092, -0.154], [0.794, 0.758, 1.261], [1.193, -1.667, -0.380], [-0.779, 0.236, 0.145], [-1.107, -0.659, 0.459], [0.614, -0.690, -1.279], [0.192, -0.208, 1.422], [-0.741, 1.174, -0.433], [-1.113, -0.961, -0.586], [0.149, 0.973, -0.295], [-0.176, 0.364, 0.133], [-0.551, -0.132, -0.552], [0.048, 0.336, -0.413], [0.044, 0.030, 0.257], [-0.481, 0.569, -0.027], [0.061, 0.400, 0.094], [0.587, -0.174, -0.259], [-0.008, 0.332, -0.418], [-0.187, 0.237, -0.179], [0.889, 0.381, 0.286], [0.277, -0.605, 0.039], [0.232, -0.043, 0.615], [0.257, -0.091, 0.327], [-0.136, -0.587, -0.246], [0.401, -0.296, -0.148], [-0.119, 0.115, -0.659], [-0.132, 0.304, 1.167], [-0.412, -0.138, -0.014], [-0.188, -0.104, -0.032], [0.205, -0.208, -0.403], [0.684, -1.200, 0.700], [0.379, 1.254, -0.033], [-1.011, -0.057, -0.622], [0.148, 0.289, -0.244], [-0.184, -0.373, 0.260], [-0.074, 0.179, 0.288], [0.236, 0.133, -0.109], [0.061, -0.030, -0.499], [-0.292, 0.277, 0.295], [-0.014, -0.439, 0.254], [0.095, -0.095, -0.700], [0.077, 0.328, 0.533], [-0.809, 0.399, -0.797], [0.438, 0.262, 0.050], [0.098, -0.013, 0.463], [0.262, -0.116, 0.033], [0.037, -0.393, 0.228], [1.785, -0.866, -0.515], [-0.817, 1.014, -0.238], [-0.159, -1.494, -0.092], [-0.586, 0.383, 0.083], [0.829, 0.491, -0.360], [-0.343, 0.129, 0.255], [0.030, -0.657, 0.273], [-0.206, -0.076, 0.288], [0.808, 0.444, -0.231], [-0.179, 0.273, 0.040], [-0.733, -0.500, 0.229], [-0.183, 0.264, -0.004], [-0.202, 0.482, 0.469], [0.076, 0.074, 0.038], [0.238, -0.292, 0.109], [0.141, 0.324, 0.227], [-0.135, 0.168, -0.024], [-0.047, -0.026, 0.062], [0.210, -0.071, -0.220], [-0.020, 0.652, -0.761], [-0.519, -0.213, 0.111], [0.310, -0.101, 0.421], [-0.320, -0.472, -0.256], [0.564, -0.541, 0.534], [-0.677, -0.634, -0.938], [0.858, 0.655, 0.048], [0.086, 0.568, -0.075], [-0.087, -1.506, 0.123], [0.808, 0.503, 1.154], [-0.232, 0.227, 0.948], [0.534, 0.211, 0.462], [-0.086, -0.781, 0.149], [0.279, -0.177, 0.055], [-0.260, 0.465, 0.019], [-0.301, 0.148, 0.052], [-0.161, 0.021, -0.591], [-0.437, -0.014, 0.405], [0.083, 0.082, 0.148], [-0.290, 0.167, -0.359], [-0.007, 0.423, -0.313], [-0.397, -0.206, -0.180], [-0.167, 0.039, -0.527], [0.092, 0.025, -0.603], [0.379, -0.012, -0.539], [0.091, 0.329, 0.514], [-0.530, 0.110, -0.544], [0.775, -0.254, -0.471], [-1.370, 0.154, 0.064], [0.057, -0.623, -0.066], [0.893, 0.343, 0.001], [-0.005, -0.048, 0.135], [0.756, -1.873, 1.045], [-0.949, 1.703, -0.360], [0.241, -0.263, 0.311], [-0.055, -0.217, -0.523], [0.029, -0.405, 0.216], [-0.390, 0.400, -0.047], [0.308, 0.340, 0.062], [-0.262, -0.229, -0.245], [0.439, 0.550, 0.733], [-0.216, -0.102, -0.383], [-0.255, 0.094, -0.147], [-0.302, 0.331, 0.377], [-0.303, -0.103, 0.001], [0.611, -0.276, -0.453], [-0.237, 0.329, -0.542], [-0.300, -0.384, 0.266], [0.411, 0.051, 0.278], [-0.041, 0.300, -0.302], [-0.582, -0.773, -1.109], [1.107, -0.119, 1.164], [0.307, 0.726, -0.373], [-0.665, 0.351, 1.225], [-0.284, -0.208, 0.495], [0.401, 0.315, -0.600], [-0.296, 0.340, -0.106], [0.037, -0.077, 0.039], [-0.136, 0.137, 0.294], [0.405, 0.164, -0.506], [-0.029, 0.203, -0.381], [0.286, -0.272, 0.027], [-0.202, -0.419, -0.174], [0.177, -0.306, 0.643], [-0.296, 0.077, -0.523], [-0.333, -0.027, -0.250], [-0.994, 0.063, -0.529], [-0.121, 0.094, -0.258], [0.139, -1.087, 0.357], [-1.224, -0.172, -0.477], [0.607, -0.180, -0.197], [0.186, 0.013, -0.031], [-0.192, -0.014, 0.180], [0.449, 0.111, -0.036], [0.455, 0.016, 0.496], [0.074, 0.424, 0.192], [0.160, 0.163, 0.066], [0.252, 0.199, -0.121], [0.739, 0.421, 0.091], [-0.110, 0.047, -0.235], [0.102, 0.214, 0.524], [-0.463, -0.180, -0.029], [-0.450, -0.246, -0.254], [1.097, -0.370, 1.716], [1.145, -0.144, -0.236], [-1.257, -0.397, 0.101], [0.090, -0.553, 0.206], [0.504, 1.903, -0.397], [-0.437, 0.036, -0.609], [0.190, 0.105, -0.547], [0.115, 0.477, 0.319], [-0.307, -0.208, -0.082], [-0.005, 0.517, 0.062], [-0.063, 0.640, 0.077], [-0.375, -0.440, -0.324], [-0.247, -0.576, -0.061], [-0.233, -0.162, 0.050], [0.212, -0.723, 0.061], [-0.573, 0.585, -0.311], [0.092, -0.774, 0.618], [0.411, 0.582, -0.582], [-0.856, 0.578, 2.592], [1.161, -0.653, -0.366], [-0.170, -0.249, 0.143], [0.143, 0.038, -0.035], [0.183, -0.337, 0.127], [0.247, 0.246, -0.132], [0.197, 0.030, -0.563], [-0.480, 0.345, 0.482], [0.113, 0.356, -1.175], [-0.368, -0.939, -0.709], [0.260, 0.003, -0.076], [-0.300, 0.057, -0.142], [0.033, 0.228, 0.098]]
}